Density functional theory data (ωB97M-V/def2-TZVPD) for one molecule with the formula C6H10O.

Structure (XYZ):
```
17
Properties=species:S:1:pos:R:3:nbo_charge:R:1
C -1.0989 2.1192 -0.8843 0.447
H -1.8884 -1.3717 0.7379 0.222
H -0.9255 3.1810 -0.6010 0.107
H 2.4463 -1.1623 0.1538 0.209
O -2.1655 1.7930 -1.3466 -0.520
C -0.9886 -0.7634 0.7331 -0.419
C -0.4501 -0.2756 -0.5832 -0.225
H 0.1999 -2.3392 -0.2351 0.213
C 0.0501 1.1464 -0.6998 -0.515
H -0.9871 -0.6131 -1.4657 0.230
C 1.6157 -1.0854 0.8652 -0.607
H 1.6587 -0.0917 1.3237 0.200
C 0.2893 -1.3389 0.1861 -0.219
H 0.6675 1.4423 0.1570 0.219
H 0.6960 1.2592 -1.5848 0.238
H 1.7870 -1.8160 1.6634 0.215
H -0.9065 -0.0839 1.5802 0.205
```

Energy relative to the best compared isomer or geometry (same formula, charge and spin) = 16.76 kcal/mol
Electronic energy = -309.8157 Ha
Spin multiplicity = 1
Frontier orbital gap = 10.78 eV
Largest force on an atom = 0.5 eV/A
Net charge = 0
HOMO = -9.71 eV